Below is one molecule with the formula C7H7ClO3S at a distorted geometry, with properties calculated with ωB97M-V/def2-TZVPD.

```
19
C7H7ClO3S ωB97M-V/def2-TZVPD
C 0.6396 -1.5552 0.2407
C 0.2247 -0.3650 -0.1987
C 0.3609 -2.7050 -0.6053
C 1.0833 2.4747 1.9010
C -0.5946 -0.4235 -1.6225
C -1.9911 0.1166 -1.4163
C 0.9008 1.0081 1.5698
O 0.6584 -3.8479 -0.4154
O 0.9127 3.3878 1.1573
O 0.3087 0.8569 0.2945
S -0.5563 -2.1883 -2.0629
Cl 0.2961 0.5569 -2.8111
H 1.1584 -1.7417 1.1645
H 1.4200 2.6077 2.9494
H -2.5627 0.0660 -2.3384
H -1.9292 1.1518 -1.0874
H -2.4991 -0.4775 -0.6588
H 0.2732 0.5361 2.3386
H 1.8961 0.5418 1.6010
```

Results
DFT total energy in Ha: -1355.0087
Structure (SMILES): C[C@]1(Cl)SC(=O)C=C1OCC=O
ΔE to the lowest compared entry with this formula, charge and spin in kcal per mole: 14.0
LUMO in eV: 0.4
Net charge: 0

Results of the Löwdin charge analysis, in e, for atoms 1 through 2: C -0.018; C -0.312


Below is a 2-piece molecular cluster, C3H14N4O overall at a distorted geometry, with properties calculated with ωB97M-V/def2-TZVPD.

```
22
C3H14N4O ωB97M-V/def2-TZVPD
C 0.2294 -0.6869 1.1733
C 1.4741 0.6992 -0.5638
N 0.6269 -0.4601 -0.2305
N 0.3262 -1.4521 -1.1902
N 1.2770 -1.3519 1.8808
N -0.1054 0.5553 1.7723
H -0.6405 -1.3531 1.1876
H 0.4331 -2.3709 -0.7520
H 0.9873 -1.3832 -1.9657
H 2.2447 -1.1988 1.6208
H 1.0585 -1.9142 2.6950
H -0.8642 1.0675 1.2934
H 0.0753 0.7537 2.7473
H 2.3709 0.7004 0.0608
H 1.7654 0.6537 -1.6169
H 0.8939 1.6078 -0.3772
C -2.0967 1.3034 -1.4135
O -2.0578 0.2898 -0.4508
H -1.6758 -0.4860 -0.9188
H -2.9652 1.9349 -1.2278
H -2.1029 0.8931 -2.4257
H -1.2540 2.1986 -1.2983
```

Results
DFT total energy in Ha: -416.8550
Structure (SMILES): CN(N)C(N)N.CO
ΔE to the lowest compared entry with this formula, charge and spin in kcal per mole: 62.4
LUMO in eV: 1.0
Net charge: 0

Results of the Löwdin charge analysis, in e, for atoms 1 through 2: C -0.526; C -0.069


Below is one molecule with the formula C4H8O2 at a distorted geometry, with properties calculated with ωB97M-V/def2-TZVPD.

```
14
C4H8O2 ωB97M-V/def2-TZVPD
O 1.0043 -2.1880 1.2521
C 1.5313 -1.3861 0.5405
C 0.8141 -0.4782 -0.4487
C -0.4485 0.1239 0.1755
C -0.7543 1.5305 -0.3460
O -1.5137 -0.8027 -0.0446
H 2.6365 -1.2536 0.5007
H 0.4276 -1.1344 -1.2357
H 1.4484 0.2944 -0.8330
H -0.4244 0.2033 1.2694
H 0.1696 2.1060 -0.4302
H -1.3848 2.0718 0.3558
H -1.2696 1.4741 -1.3089
H -2.2365 -0.5611 0.5529
```

Results
DFT total energy in Ha: -307.6610
Structure (SMILES): C[C@@H](O)CC=O
ΔE to the lowest compared entry with this formula, charge and spin in kcal per mole: 32.3
LUMO in eV: 0.9
Net charge: 0

Results of the Löwdin charge analysis, in e, for atoms 1 through 2: O 0.073; C -0.263


Below is a 5-piece molecular cluster, C33H58IN2O17 overall, with properties calculated with ωB97M-V/def2-TZVPD.

```
111
C33H58IN2O17 ωB97M-V/def2-TZVPD
C 5.3814 -0.2846 3.7090
C 5.7466 -0.7780 2.3029
C 5.2140 0.1458 1.2044
C 3.7081 0.2788 1.2827
O 3.2380 0.6710 -0.0114
C 1.8650 0.5917 -0.1900
C 1.3407 -0.6742 -0.8934
C -0.0043 -0.1632 -1.3796
C -0.8721 -1.0677 -2.2440
C -2.2038 -1.4888 -1.5817
C -2.7397 -0.4434 -0.6344
O -2.6236 -0.5340 0.5613
N -3.3735 0.6819 -1.2814
C -4.6479 1.0373 -0.7061
C -4.7438 1.8791 0.3952
C -5.9904 2.1975 0.9112
C -7.1395 1.6635 0.3439
C -7.0348 0.8166 -0.7507
C -5.7916 0.5068 -1.2808
N 0.4420 1.1235 -2.0605
I 1.3659 0.8504 -3.9300
C 1.3772 1.7679 -1.0481
C 0.6968 2.9496 -0.3223
O 0.2645 2.6229 0.9663
C 1.0263 3.1243 2.0519
O 0.4242 4.2231 2.6411
C -0.9936 4.1522 2.7790
C -1.7251 4.7383 1.5745
O -2.8778 5.4375 2.0083
H 4.4006 -0.6564 4.0100
H 6.1006 -0.6282 4.4493
H 5.3375 0.8058 3.7477
H 5.2742 -1.7522 2.1493
H 6.8249 -0.8894 2.2092
H 5.4692 -0.2496 0.2206
H 5.6850 1.1254 1.3181
H 3.4054 1.0281 2.0201
H 3.2692 -0.6888 1.5512
H 1.3337 0.6129 0.7678
H 1.9905 -1.0292 -1.6942
H 1.2040 -1.4789 -0.1719
H -0.4904 0.1864 -0.4631
H -0.2944 -1.9614 -2.4794
H -1.0849 -0.5754 -3.1954
H -2.9409 -1.6317 -2.3722
H -2.1102 -2.4362 -1.0535
H -2.7555 1.4855 -1.2714
H -3.8518 2.2833 0.8563
H -6.0678 2.8633 1.7600
H -8.1107 1.9108 0.7492
H -7.9284 0.3994 -1.1955
H -5.7209 -0.1491 -2.1383
H -0.3593 1.7095 -2.2953
H 2.2177 2.1806 -1.6033
H -0.1967 3.2352 -0.8938
H 1.3575 3.8178 -0.3359
H 2.0104 3.4489 1.7018
H 1.1510 2.3048 2.7682
H -1.2487 4.7660 3.6420
H -1.3077 3.1289 2.9948
H -1.0179 5.4044 1.0712
H -2.0152 3.9599 0.8616
H -2.8967 6.3088 1.6089
C 1.8611 -5.1588 -2.9886
O 2.4403 -4.0482 -2.2862
C 3.4108 -3.4278 -2.9566
O 3.7941 -3.6982 -4.0605
O 3.8767 -2.4372 -2.1896
C 4.9274 -1.6701 -2.7913
H 1.0993 -5.5599 -2.3278
H 1.4138 -4.8282 -3.9236
H 2.6150 -5.9155 -3.1913
H 4.5766 -1.1923 -3.7043
H 5.7942 -2.2884 -3.0124
H 5.1884 -0.9132 -2.0573
C 6.8371 -4.5506 1.5693
O 7.0779 -4.2623 2.9474
C 7.5113 -5.3116 3.6530
O 7.6963 -6.4159 3.2184
O 7.6980 -4.9184 4.9089
C 8.1706 -5.9502 5.7848
H 6.4898 -3.6204 1.1276
H 7.7495 -4.8754 1.0733
H 6.0704 -5.3160 1.4633
H 9.1332 -6.3265 5.4459
H 7.4537 -6.7668 5.8336
H 8.2733 -5.4834 6.7590
C -10.4564 -4.1552 3.7077
O -9.6160 -3.0010 3.8200
C -8.7715 -2.8358 2.8075
O -8.6671 -3.5533 1.8471
O -8.0544 -1.7345 3.0343
C -7.1004 -1.4421 2.0113
H -11.0792 -4.1515 4.5963
H -11.0759 -4.0914 2.8157
H -9.8569 -5.0624 3.6742
H -7.5981 -1.2863 1.0580
H -6.3767 -2.2510 1.9211
H -6.5950 -0.5311 2.3168
C -0.1403 7.2068 -6.5669
O -0.9338 6.6729 -5.4952
C -0.9779 5.3534 -5.4456
O -0.4185 4.5828 -6.1811
O -1.7553 4.9944 -4.4122
C -1.9152 3.5875 -4.2911
H -0.2073 8.2849 -6.4696
H 0.8938 6.8837 -6.4710
H -0.5395 6.8907 -7.5276
H -0.9359 3.1153 -4.1805
H -2.4083 3.1666 -5.1651
H -2.5353 3.4276 -3.4112
```

Results
DFT total energy in Ha: -2978.2290
LUMO in eV: -4.9
Net charge: +1

Results of the Löwdin charge analysis, in e, for atoms 1 through 2: C -0.097; C -0.253


Below is C5H6CoLiO4 as an isolated structure at a distorted geometry, with properties calculated with ωB97M-V/def2-TZVPD.

```
17
C5H6CoLiO4 ωB97M-V/def2-TZVPD
C 0.5834 1.1068 -1.0633
C -0.9312 0.9911 -0.8306
C -1.3033 -0.3779 -0.3416
C -1.5704 -0.5922 0.9737
O -1.6172 -1.7458 1.5868
O 1.2866 0.5773 0.0542
Co 1.4309 0.8047 2.2436
Li 0.1995 -2.1603 1.5431
H 0.8870 2.1602 -1.1397
H 0.8753 0.5603 -1.9704
H -1.4268 1.2641 -1.7771
H -1.2150 1.7411 -0.0739
H -1.1599 -1.2323 -1.0130
H -1.6596 0.3080 1.6213
O 1.8804 -1.1594 1.2165
O 1.9096 -1.4400 -1.0269
C 1.8307 -0.8055 -0.0027
```

Results
Spin multiplicity: 5
DFT total energy in Ha: -1885.3264
ΔE to the lowest compared entry with this formula, charge and spin in kcal per mole: 1.8
LUMO (alpha / beta) in eV: -0.1 / -2.4
Net charge: 0

Results of the Löwdin charge analysis, in e, for atoms 1 through 2: C -0.193; C -0.196


Below is C58H48ClO2P4S2Tl as an isolated structure, with properties calculated with ωB97M-V/def2-TZVPD.

```
116
C58H48ClO2P4S2Tl ωB97M-V/def2-TZVPD
Tl -0.0812 0.3091 -0.6032
S 3.5240 0.7383 -0.9318
P 3.6545 0.1111 0.9408
C 2.2489 0.3449 1.9090
P 1.7226 2.0255 2.2400
S 0.0395 2.6931 1.3645
C 1.7243 1.8873 3.9891
C 1.3433 2.9511 4.7959
C 1.0979 2.9926 6.1663
C 1.0169 1.8839 7.0748
C 0.8792 0.5662 6.7946
C 0.7004 0.0345 5.4064
C 3.0437 3.2213 1.7794
C 3.0401 3.8741 0.5489
C 4.0455 4.7788 0.2343
C 5.0493 5.0573 1.1541
C 5.0529 4.4186 2.3864
C 4.0556 3.5022 2.6951
C 3.9423 -1.7097 0.9142
C 5.1667 -2.3122 1.1890
C 5.3316 -3.6845 1.0310
C 4.2716 -4.4726 0.6107
C 3.0524 -3.8774 0.3084
C 2.8999 -2.5061 0.4369
C 5.2402 0.7161 1.6698
C 6.1245 1.5001 0.9397
C 7.2647 2.0186 1.5423
C 7.5227 1.7705 2.8828
C 6.6305 1.0056 3.6260
C 5.4940 0.4892 3.0231
H 1.2585 3.9056 4.2761
H 0.9605 3.9760 6.6064
H 1.0502 2.1486 8.1316
H 0.9360 -0.1546 7.6055
H 0.6938 -1.0644 5.4261
H 2.2441 3.6625 -0.1522
H 4.0405 5.2707 -0.7319
H 5.8252 5.7758 0.9112
H 5.8315 4.6326 3.1100
H 4.0426 2.9976 3.6542
H 5.9977 -1.7100 1.5315
H 6.2967 -4.1357 1.2316
H 4.3981 -5.5437 0.5074
H 2.2197 -4.4807 -0.0350
H 1.9685 -2.0337 0.1494
H 5.8989 1.7008 -0.1010
H 7.9467 2.6324 0.9649
H 8.4031 2.1907 3.3550
H 6.8160 0.8250 4.6788
H 4.7845 -0.0863 3.6093
C -3.9840 -1.7598 0.8207
C -3.2002 -1.9097 2.1443
P -1.3882 -2.1346 1.7357
C -1.1232 -3.8419 2.3930
C -1.1965 -4.1666 3.7480
C -1.0177 -5.4751 4.1684
C -0.7563 -6.4795 3.2408
C -0.6708 -6.1676 1.8930
C -0.8533 -4.8528 1.4734
C -0.4593 -1.1108 2.9398
C -1.0899 -0.0061 3.6626
C -0.5873 0.4971 4.7924
C 1.8989 0.4724 4.4582
C 2.0479 -0.4649 3.2295
C 0.8606 -1.3531 2.8973
P -3.3083 -0.3049 -0.1417
C -4.4104 -0.3212 -1.6116
C -4.9248 0.8583 -2.1513
C -5.5868 0.8519 -3.3705
C -5.7552 -0.3339 -4.0724
C -5.2563 -1.5151 -3.5428
C -4.5794 -1.5058 -2.3305
C -4.0061 1.1063 0.8116
C -5.0763 1.0370 1.7023
C -5.4885 2.1646 2.3996
C -4.8379 3.3783 2.2159
C -3.7705 3.4590 1.3345
C -3.3548 2.3300 0.6409
H -3.8244 -2.6540 0.2123
H -5.0592 -1.6576 0.9793
H -3.5418 -2.7682 2.7218
H -3.3343 -1.0117 2.7484
H -1.3803 -3.3795 4.4720
H -1.0762 -5.7191 5.2231
H -0.6102 -7.5005 3.5736
H -0.4566 -6.9446 1.1684
H -0.7851 -4.5946 0.4213
H -2.0098 0.4082 3.2627
H -1.0934 1.3209 5.2849
H 2.8027 0.3852 5.0705
H 2.8953 -1.1383 3.3792
H 1.1657 -2.2403 2.3460
H -4.7805 1.7924 -1.6238
H -5.9574 1.7828 -3.7828
H -6.2521 -0.3329 -5.0350
H -5.3744 -2.4461 -4.0856
H -4.1542 -2.4289 -1.9549
H -5.5980 0.1030 1.8690
H -6.3159 2.0919 3.0965
H -5.1567 4.2528 2.7708
H -3.2349 4.3913 1.2019
H -2.5090 2.3903 -0.0351
Cl -2.9399 1.6225 -7.9716
C -2.5645 1.5560 -6.2537
C -2.4379 2.7514 -5.5282
C -2.1692 2.7065 -4.1899
C -1.9936 1.4726 -3.4614
O -1.8141 1.5053 -2.2141
C -2.0902 0.2717 -4.2583
C -1.8715 -1.0679 -3.7495
O -1.5375 -1.4329 -2.6383
C -2.3884 0.3542 -5.6311
H -2.5529 3.6998 -6.0394
H -2.0692 3.6199 -3.6159
H -2.0345 -1.8512 -4.5277
H -2.4709 -0.5663 -6.1993
```

Results
DFT total energy in Ha: -5184.0158
ΔE to the lowest compared entry with this formula, charge and spin in kcal per mole: 30.3
LUMO in eV: 3.9
Net charge: -2

Results of the Löwdin charge analysis, in e, for atoms 1 through 2: Tl 0.664; S 0.208